17
Properties=species:S:1:pos:R:3:forces:R:3 method="wB97M-V/def2-TZVPD" orbital_gap_ev=8.54 e_homo_ev=-7.745 spin_multiplicity=1 fmax_ev_per_a=2.9 relative_energy_kcal_mol=65.73
C -0.551244 -0.398350 2.712106 1.30 1.09 0.68
C -0.532355 0.397011 1.462865 0.18 -0.26 -2.85
C 0.484521 0.397837 0.560029 -1.48 -0.62 1.68
C 0.415265 1.136774 -0.679646 0.95 -1.23 -1.79
C 1.232513 0.903798 -1.731514 -0.26 0.74 0.97
O 1.177073 1.655545 -2.860765 0.03 0.31 -0.52
H -0.803541 0.287049 3.530022 -0.44 -0.42 0.11
H -1.113617 -1.325938 2.762684 -0.26 0.11 -0.20
H 0.513694 -0.593616 2.901563 -0.24 -0.50 0.12
H -1.401064 0.841648 0.973897 -0.42 0.35 1.10
H 1.255102 -0.328721 0.804675 0.70 0.53 -0.45
H -0.467588 1.668065 -1.025353 -0.11 0.49 0.90
H 2.017362 0.161760 -1.798539 0.03 -0.02 0.22
H 0.809085 2.534757 -2.669531 0.00 -0.57 0.00
O -0.617402 -2.337539 -1.588475 0.27 0.26 0.40
H -1.020239 -2.827206 -2.285418 0.00 -0.73 -1.23
H -1.397563 -2.172875 -1.068601 -0.24 0.48 0.84